# 1
A gas-phase ion, C8H10N3O (charge +1) at a distorted geometry, computed with wB97M-V/def2-TZVPD.

The total energy comes out at -14965.2618 eV. The relative energy (zero: lowest compared OMol25 entry of this formula, charge and spin) is 4.0434 eV. For the orbital gap (alpha / beta), the calculation gives 5.7 / 6.8 eV. As for the net charge: +1. The lowest unoccupied orbital energy (alpha / beta) is -5.3 / -4.9 eV.

Positions of all 22 atoms, in Å:
C: 1.853 1.071 0.140
C: 1.252 -0.057 -2.014
C: 0.490 0.329 2.157
C: 0.918 0.270 -0.673
C: 0.362 -2.243 -1.895
C: 1.792 0.909 1.640
C: -0.268 -0.133 -0.006
C: -1.770 -0.166 -0.678
N: 0.863 -1.312 -2.489
N: -0.398 -0.143 1.309
N: -2.636 0.264 0.312
O: -0.083 -3.230 -1.529
H: 2.715 1.559 -0.318
H: 1.755 0.447 -2.765
H: 0.174 0.196 3.212
H: 2.633 0.463 2.068
H: 2.007 1.918 2.101
H: -2.031 -1.233 -1.032
H: -1.733 0.490 -1.579
H: -2.918 1.258 0.293
H: -1.437 -0.448 1.525
H: -3.539 -0.208 0.219

=====

# 2
C8H10N4OS in the gas phase at a distorted geometry, computed with wB97M-V/def2-TZVPD.

The total energy comes out at -27296.6095 eV. The relative energy (zero: lowest compared OMol25 entry of this formula, charge and spin) is 3.4025 eV. For the orbital gap, the calculation gives 8.3 eV. The lowest unoccupied orbital energy is 0.0 eV.

Positions of all 24 atoms, in Å:
C: 0.720 -3.539 1.821
C: -0.403 -2.884 1.339
C: 1.975 -2.982 1.636
C: -0.284 -1.680 0.674
C: 2.113 -1.771 0.988
C: 0.980 -1.116 0.499
C: -0.253 1.735 -0.305
C: -1.450 2.723 -2.492
N: 2.108 1.953 -0.605
N: 2.122 0.759 -0.360
N: 0.797 2.568 -0.426
N: 1.080 0.073 -0.176
O: -2.296 0.499 -1.288
S: -1.044 1.050 -1.805
H: 0.620 -4.480 2.338
H: -1.381 -3.317 1.480
H: 2.856 -3.487 2.006
H: -1.151 -1.165 0.289
H: 3.085 -1.326 0.839
H: -0.916 1.746 0.552
H: -2.210 2.593 -3.253
H: -0.542 3.122 -2.920
H: -1.820 3.374 -1.711
H: 0.912 3.289 0.282

=====

# 3
A molecular structure, C8H10N4PdSSe3Te at a distorted geometry, computed with wB97M-V/def2-TZVPD.

The total energy comes out at -232065.7266 eV. For the orbital gap, the calculation gives 3.6 eV. As for the net charge: -2. The lowest unoccupied orbital energy is 4.7 eV.

Positions of all 28 atoms, in Å:
Pd: -2.008 -0.034 1.092
C: 2.577 -0.187 -0.456
C: 1.080 -0.281 -0.250
N: 0.505 -0.363 0.926
N: 1.174 -0.235 2.070
C: 0.547 -0.136 3.267
N: 1.391 0.264 4.314
S: -1.030 -0.557 3.551
C: 0.209 -0.160 -1.382
C: 0.657 0.089 -2.698
C: -0.257 0.189 -3.719
C: -1.622 0.132 -3.437
C: -1.995 -0.021 -2.111
N: -1.125 -0.197 -1.137
H: 3.122 -0.352 0.474
H: 2.862 0.791 -0.851
H: 2.901 -0.956 -1.161
H: 2.158 0.060 2.069
H: 1.923 1.103 4.110
H: 0.859 0.383 5.167
H: 1.713 0.188 -2.902
H: 0.086 0.337 -4.737
H: -2.360 0.195 -4.223
H: -3.050 -0.033 -1.815
Se: -1.845 -2.757 0.629
Se: -3.762 -1.588 0.964
Te: -3.594 1.876 1.067
Se: -1.119 2.252 1.180

=====

# 4
A gas-phase ion, C8H10NOS (charge +1) at a distorted geometry, computed with wB97M-V/def2-TZVPD.

The total energy comes out at -22821.5425 eV. The relative energy (zero: lowest compared OMol25 entry of this formula, charge and spin) is 1.3030 eV. For the orbital gap, the calculation gives 8.2 eV. As for the net charge: +1. The lowest unoccupied orbital energy is -4.7 eV.

Positions of all 21 atoms, in Å:
C: 0.165 -2.699 -0.396
C: -0.372 -1.526 0.317
O: -1.708 -1.483 0.115
C: -2.170 -0.200 0.060
S: -3.693 0.177 0.036
C: -0.986 0.760 -0.079
C: -0.950 2.039 -0.241
C: 0.442 2.582 -0.284
C: 1.468 1.900 0.200
C: 1.389 0.453 0.547
N: 0.190 -0.130 -0.152
H: -0.559 -3.404 -0.427
H: 1.099 -3.094 -0.046
H: 0.514 -2.496 -1.381
H: -0.196 -1.503 1.342
H: -1.936 2.492 -0.258
H: 0.704 3.718 -0.399
H: 2.364 2.387 0.431
H: 2.391 0.041 0.104
H: 1.298 0.105 1.643
H: 0.546 -0.120 -1.131

=====

# 5
A gas-phase ion, C8H10NS (charge +1) at a distorted geometry, computed with wB97M-V/def2-TZVPD.

The total energy comes out at -20774.2403 eV. The relative energy (zero: lowest compared OMol25 entry of this formula, charge and spin) is 1.9275 eV. For the orbital gap, the calculation gives 7.1 eV. As for the net charge: +1. The lowest unoccupied orbital energy is -4.4 eV.

Positions of all 20 atoms, in Å:
C: -0.671 1.714 1.278
C: -1.395 0.853 0.565
C: -2.099 1.179 -0.654
C: -2.928 0.233 -1.104
S: -2.982 -1.215 -0.145
C: -1.667 -0.580 0.983
C: -0.516 -1.560 0.851
C: 0.714 -1.324 0.587
N: 1.897 -1.071 0.239
C: 2.295 -0.890 -1.150
H: -0.547 2.732 0.961
H: -0.193 1.433 2.201
H: -1.968 2.134 -1.127
H: -3.567 0.279 -1.964
H: -2.039 -0.646 2.006
H: -0.823 -2.590 0.998
H: 2.634 -0.978 0.935
H: 2.426 -1.855 -1.643
H: 1.529 -0.333 -1.689
H: 3.235 -0.345 -1.191

=====

# 6
A molecular structure, C8H10NdO6P at a distorted geometry, computed with wB97M-V/def2-TZVPD.

The total energy comes out at -45291.5973 eV. As for the spin multiplicity: 4. The relative energy (zero: lowest compared OMol25 entry of this formula, charge and spin) is 0.0000 eV. For the orbital gap (alpha / beta), the calculation gives 7.0 / 7.1 eV. As for the net charge: +2. The lowest unoccupied orbital energy (alpha / beta) is -8.2 / -8.2 eV.

Positions of all 26 atoms, in Å:
O: 0.474 0.577 -5.344
C: 0.552 -0.008 -4.363
Nd: -0.059 -0.328 -1.749
O: -2.672 1.059 -4.159
C: -1.953 0.554 -3.400
C: -2.227 -1.279 -0.506
O: -2.970 -1.416 0.365
C: 0.600 -2.563 -1.062
O: 0.919 -3.297 -0.182
C: -1.516 -2.914 -2.888
O: -1.923 -3.979 -2.973
H: 0.749 -2.394 -2.479
C: 0.224 -0.347 2.653
P: 0.586 0.979 1.515
C: -0.323 2.418 2.066
C: 2.303 1.416 1.704
O: 0.272 0.674 0.042
H: 0.827 -1.262 2.449
H: -0.851 -0.635 2.656
H: 0.484 0.017 3.661
H: -0.015 2.608 3.106
H: -0.030 3.297 1.479
H: -1.399 2.250 2.065
H: 2.960 0.589 1.456
H: 2.525 2.319 1.126
H: 2.463 1.664 2.761